1.
Here is 3 unconnected molecules or ions with the total composition C2H4F4N4O2 from OMol25. Energies are from ωB97M-V/def2-TZVPD.

Structure (XYZ):
```
16
Properties=species:S:1:pos:R:3
O -1.82 1.28 0.52
N -1.58 0.10 0.56
O -1.45 -0.57 1.55
C -1.61 -0.61 -0.75
N -0.87 -1.57 -1.03
F -0.94 -1.92 -2.32
H -2.08 -0.12 -1.57
H 1.62 0.91 -0.43
N 1.09 0.32 0.06
C 1.61 -0.26 1.02
N 2.89 -0.05 1.55
F 3.48 -1.08 2.34
F 3.87 0.24 0.56
H 0.96 -0.92 1.63
F -2.59 1.98 -2.31
H -2.56 2.29 -1.37
```

Results
HOMO energy: -10.898 eV
SMILES: O=[N+]([O-])/C=N/F.[H]/N=C\N(F)F.F
Gap between HOMO and LUMO: 9.8 eV
Charge: 0
LUMO energy: -0.03994 Ha

2.
Here is 2 unconnected molecules or ions with the total composition C15H24NO2S from OMol25. Energies are from ωB97M-V/def2-TZVPD.

Structure (XYZ):
```
43
Properties=species:S:1:pos:R:3
C 3.50 0.75 3.95
C 2.12 0.96 3.35
O 2.31 1.08 1.92
C 1.20 1.37 1.17
C 1.62 1.81 -0.13
S 0.67 2.84 -1.09
C -0.05 4.03 0.08
C 1.84 4.05 -1.81
O 0.04 1.21 1.60
H 3.40 0.44 4.99
H 4.09 0.00 3.41
H 4.05 1.71 3.93
H 1.48 0.10 3.58
H 1.70 1.89 3.77
H 2.59 1.47 -0.48
H -0.49 3.49 0.92
H 0.73 4.71 0.41
H -0.82 4.60 -0.45
H 2.63 3.50 -2.33
H 1.27 4.68 -2.50
H 2.25 4.65 -0.99
C 0.33 -2.33 1.51
N -0.53 -2.54 0.33
C -0.77 -3.92 -0.08
C -1.05 -1.49 -0.29
C -1.97 -1.60 -1.39
C -3.01 -2.57 -1.44
C -3.82 -2.69 -2.57
C -3.67 -1.80 -3.65
C -2.68 -0.81 -3.59
C -1.83 -0.71 -2.49
H 0.55 -3.33 1.89
H 1.25 -1.81 1.22
H -0.17 -1.74 2.28
H 0.05 -4.49 0.38
H -1.72 -4.30 0.32
H -0.76 -4.04 -1.17
H -0.70 -0.51 0.05
H -3.19 -3.22 -0.59
H -4.55 -3.49 -2.62
H -4.31 -1.89 -4.53
H -2.55 -0.11 -4.43
H -1.04 0.05 -2.43
```

Results
HOMO energy: -9.990 eV
Gap between HOMO and LUMO: 5.9 eV
Charge: +1
LUMO energy: -0.14950 Ha

3.
Here is 2 unconnected molecules or ions with the total composition C7H10 from OMol25. Energies are from ωB97M-V/def2-TZVPD.

Structure (XYZ):
```
17
Properties=species:S:1:pos:R:3
C -0.89 1.88 0.08
C -1.69 0.58 -0.03
C -0.73 1.09 -1.15
C 0.52 0.31 -1.32
C 0.96 -0.51 -0.37
C 0.12 -0.82 0.85
C -1.34 -0.52 0.83
H -1.48 2.79 0.06
H -0.06 1.89 0.79
H -2.75 0.75 -0.22
H -1.22 1.46 -2.04
H 1.07 0.44 -2.25
H 1.89 -1.06 -0.49
H 2.78 -2.99 1.11
H 0.28 -1.85 1.18
H 0.45 -0.23 1.73
H 2.09 -3.22 1.25
```

Results
HOMO energy: -7.926 eV
Gap between HOMO and LUMO: 8.3 eV
Charge: 0
LUMO energy: 0.01480 Ha

Please write out number 2 again, unchanged.
Here is 2 unconnected molecules or ions with the total composition C15H24NO2S from OMol25. Energies are from ωB97M-V/def2-TZVPD.

Structure (XYZ):
```
43
Properties=species:S:1:pos:R:3
C 3.50 0.75 3.95
C 2.12 0.96 3.35
O 2.31 1.08 1.92
C 1.20 1.37 1.17
C 1.62 1.81 -0.13
S 0.67 2.84 -1.09
C -0.05 4.03 0.08
C 1.84 4.05 -1.81
O 0.04 1.21 1.60
H 3.40 0.44 4.99
H 4.09 0.00 3.41
H 4.05 1.71 3.93
H 1.48 0.10 3.58
H 1.70 1.89 3.77
H 2.59 1.47 -0.48
H -0.49 3.49 0.92
H 0.73 4.71 0.41
H -0.82 4.60 -0.45
H 2.63 3.50 -2.33
H 1.27 4.68 -2.50
H 2.25 4.65 -0.99
C 0.33 -2.33 1.51
N -0.53 -2.54 0.33
C -0.77 -3.92 -0.08
C -1.05 -1.49 -0.29
C -1.97 -1.60 -1.39
C -3.01 -2.57 -1.44
C -3.82 -2.69 -2.57
C -3.67 -1.80 -3.65
C -2.68 -0.81 -3.59
C -1.83 -0.71 -2.49
H 0.55 -3.33 1.89
H 1.25 -1.81 1.22
H -0.17 -1.74 2.28
H 0.05 -4.49 0.38
H -1.72 -4.30 0.32
H -0.76 -4.04 -1.17
H -0.70 -0.51 0.05
H -3.19 -3.22 -0.59
H -4.55 -3.49 -2.62
H -4.31 -1.89 -4.53
H -2.55 -0.11 -4.43
H -1.04 0.05 -2.43
```

Results
HOMO energy: -9.990 eV
Gap between HOMO and LUMO: 5.9 eV
Charge: +1
LUMO energy: -0.14950 Ha